1.
Here is a cluster of 2 separate species, CCl2NOP in total in a non-equilibrium geometry from the Open Molecules 2025 dataset. Energies are from ωB97M-V/def2-TZVPD.

Summary:
2S+1: 1
HOMO-LUMO gap (spin up / spin down) (eV): 9.39 / 6.18
Highest occupied orbital energy (spin up / spin down) (eV): -12.44 / -10.46
Molecular weight (g/mol): 143.90
Total charge: 0
ΔE to the lowest compared entry with this formula, charge and spin (kcal per mole): 86.4

Last column: Mulliken charge in e.
Geometry (Å):
C: -0.1124 -0.7291 -0.6742  0.247
N: 0.1019 -1.7450 -1.1915  -0.269
O: -0.6300 0.4198 1.6064  -0.375
P: -0.5084 0.7727 0.2507  0.566
Cl: -2.2404 1.3498 -0.6250  -0.164
Cl: 3.3893 -0.0681 0.6335  -0.004


2.
Here is the molecule C12H22Si in a non-equilibrium geometry from the Open Molecules 2025 dataset. Energies are from ωB97M-V/def2-TZVPD.

Summary:
2S+1: 1
HOMO-LUMO gap (eV): 9.44
Highest occupied orbital energy (eV): -8.60
Molecular weight (g/mol): 194.39
Total charge: 0
SMILES: CC(C)(C)C1=CCC=C1[Si](C)(C)C
ΔE to the lowest compared entry with this formula, charge and spin (kcal per mole): 0.0

Last column: Mulliken charge in e.
Geometry (Å):
C: 1.7568 -1.8109 0.2246  -0.866
C: -0.5052 -2.1982 -0.2717  -0.764
C: 1.2412 -0.5610 0.0597  -0.189
C: -0.3350 -0.8748 -0.1748  0.556
C: 0.7958 -2.9328 -0.0656  -0.397
C: 1.3785 1.8279 1.0402  -1.464
C: 1.7082 1.1067 -1.4429  -1.592
C: 3.4099 0.5965 0.2003  -1.908
C: -3.3745 -0.9877 -0.4500  -1.281
C: -2.0689 1.7705 -0.9728  -1.214
C: -2.3062 0.1353 1.9162  -1.097
C: 1.9445 0.8024 -0.0130  2.378
Si: -1.9133 0.1101 0.0598  0.470
H: 2.8479 -2.0901 0.3422  0.304
H: -1.4593 -2.7490 -0.5640  0.215
H: 1.0053 -3.4249 -1.0184  0.260
H: 0.6686 -3.7014 0.7627  0.292
H: 1.8374 2.7159 0.5436  0.443
H: 0.3410 1.8781 0.9551  0.215
H: 1.6042 1.6574 2.0799  0.306
H: 2.2185 2.0418 -1.7239  0.406
H: 0.6829 1.2068 -1.8350  0.207
H: 2.0783 0.2089 -1.9234  0.497
H: 3.7280 -0.1440 -0.4582  0.479
H: 3.6024 0.3025 1.2424  0.410
H: 4.0379 1.6228 0.1377  0.283
H: -3.8536 -1.6831 0.3122  0.264
H: -4.2901 -0.4021 -0.7428  0.301
H: -3.0280 -1.5384 -1.3058  0.375
H: -1.4417 2.6114 -0.6627  0.363
H: -1.9311 1.5161 -2.0030  0.387
H: -3.0661 2.2337 -0.9472  0.394
H: -2.8885 -0.6894 2.3023  0.387
H: -1.3667 0.3976 2.4219  0.307
H: -3.0590 1.0452 1.9744  0.271


3.
Here is a structure of composition C18H35Cl2N7RuSSi from the Open Molecules 2025 dataset. Energies are from ωB97M-V/def2-TZVPD.

Summary:
2S+1: 1
HOMO-LUMO gap (eV): 6.96
Highest occupied orbital energy (eV): -14.46
Molecular weight (g/mol): 581.66
Total charge: +2
ΔE to the lowest compared entry with this formula, charge and spin (kcal per mole): 17.4

Last column: Mulliken charge in e.
Geometry (Å):
Ru: -0.5465 -0.7555 0.1517  0.013
C: 3.0590 1.5720 0.4970  -1.994
C: 1.8074 0.9035 0.0524  0.724
N: 1.0959 0.1464 0.8221  1.833
N: 1.5292 -0.0347 2.1144  -1.523
C: 0.7230 -0.7491 2.8399  0.542
N: 1.0355 -1.0138 4.1084  -0.358
S: -0.8140 -1.4221 2.2555  -0.318
C: 1.3180 1.0437 -1.3268  0.581
C: 1.9333 1.8901 -2.2360  -0.940
C: 1.4641 1.9369 -3.5399  -0.648
C: 0.4160 1.1096 -3.8957  -1.137
C: -0.1510 0.2949 -2.9276  -0.249
N: 0.2634 0.2754 -1.6643  0.317
H: 3.3903 1.1826 1.4524  0.402
H: 2.8831 2.6460 0.6015  0.431
H: 3.8401 1.4354 -0.2500  0.458
H: 1.8837 -0.6393 4.5035  0.230
H: 0.4127 -1.5357 4.7002  0.210
H: 2.7710 2.4989 -1.9311  0.551
H: 1.9253 2.5923 -4.2655  0.459
H: 0.0382 1.0804 -4.9074  0.476
H: -0.9489 -0.3839 -3.1905  0.589
C: -5.3012 0.5426 -0.6835  -1.244
N: -3.8584 0.5501 -0.9210  0.277
C: -3.4221 -0.2765 -2.0309  -0.347
C: -3.0084 1.2704 -0.1643  0.455
N: -1.7609 0.8877 0.0991  0.085
N: -3.4536 2.4198 0.3905  0.051
C: -4.3272 3.3455 -0.3316  -1.213
C: -2.8000 2.9762 1.5671  -1.111
H: -5.6285 -0.4961 -0.6308  0.365
H: -5.8479 1.0382 -1.4864  0.411
H: -5.5318 1.0227 0.2610  0.400
H: -4.0450 -1.1665 -2.0862  0.339
H: -2.3977 -0.6070 -1.8894  -0.260
H: -3.5036 0.2666 -2.9764  0.350
H: -1.2228 1.6736 0.4449  0.007
H: -4.4972 2.9962 -1.3451  0.380
H: -3.8366 4.3178 -0.3858  0.426
H: -5.2842 3.4658 0.1758  0.373
H: -2.5451 2.1846 2.2699  0.358
H: -3.4966 3.6536 2.0565  0.376
H: -1.9025 3.5508 1.3129  0.360
C: 3.0115 -2.6055 -0.2835  -0.955
Si: 1.3774 -3.4990 -0.1733  -0.052
C: 1.0269 -4.0781 1.5610  -0.985
C: 1.2560 -4.9269 -1.3689  -1.107
C: 0.0436 -2.3173 -0.9545  -0.005
H: 3.8145 -3.2298 0.1124  0.448
H: 3.0079 -1.6859 0.3034  0.235
H: 3.2656 -2.3619 -1.3171  0.312
H: 1.5840 -5.0045 1.7210  0.477
H: -0.0280 -4.3026 1.7290  0.285
H: 1.3541 -3.3702 2.3219  0.345
H: 2.0348 -5.6570 -1.1390  0.367
H: 1.3885 -4.6162 -2.4053  0.357
H: 0.2933 -5.4339 -1.2843  0.326
H: -0.8798 -2.8827 -1.1403  -0.032
H: 0.4923 -2.0701 -1.9145  0.322
Cl: -3.2121 -2.2502 0.4590  -0.010
C: -3.3511 -3.9726 -0.0320  -0.322
Cl: -3.1398 -4.1744 -1.7618  -0.122
H: -4.3477 -4.2879 0.2559  0.398
H: -2.5837 -4.5228 0.5003  0.227